[1]
DFT (the ωB97M-V functional and the def2-TZVPD basis) results for C22H17Br4CrN5O5 as an isolated structure.

Structure (XYZ):
```
54
Properties=species:S:1:pos:R:3
Cr 0.28981 0.28485 0.46918
O -3.88019 -0.28035 -0.49392
C -3.72969 -1.25665 -1.41692
C -4.83089 -1.62065 -2.17562
C -4.73449 -2.61145 -3.14362
C -3.51179 -3.22865 -3.37212
C -2.40309 -2.86615 -2.63832
C -2.47859 -1.88485 -1.63532
C -1.30599 -1.47585 -0.89392
O -1.41769 -0.71525 0.18068
N -0.11359 -1.88465 -1.29222
N 0.85061 -1.31295 -0.58072
C 2.09411 -1.78985 -0.64522
C 3.06141 -1.51385 0.33628
C 4.40491 -1.91975 0.16738
C 5.36931 -1.69125 1.12548
C 5.02511 -1.07545 2.32458
C 3.71151 -0.68715 2.54228
C 2.71081 -0.86885 1.58178
O 1.49661 -0.48725 1.84708
H -2.99619 -0.19425 -0.05112
H -5.76189 -1.09995 -1.99902
H -5.60869 -2.89335 -3.71712
H -3.43129 -3.99585 -4.13362
H -1.44419 -3.32975 -2.81182
H 2.33271 -2.47675 -1.45592
H 4.67101 -2.42305 -0.75582
H 6.39841 -1.98465 0.93968
H 5.77431 -0.90225 3.08758
H 3.42141 -0.21035 3.46738
Br -2.59939 6.49245 -1.11242
C -1.97489 4.95105 -0.21112
C -1.96019 4.92645 1.16908
Br -2.53779 6.42365 2.16878
C -1.48139 3.79515 1.82298
Br -1.40399 3.71915 3.71658
C -1.01719 2.67965 1.13798
O -0.53019 1.65115 1.72668
C -1.06159 2.68385 -0.30942
O -0.65849 1.63735 -0.92732
C -1.52429 3.84345 -0.93072
Br -1.50759 3.88075 -2.83082
N -0.45119 -2.18035 3.16978
N -1.44669 -1.19085 3.50258
H 0.42501 -1.72025 2.88688
H -0.79589 -2.65015 2.33208
H -1.47889 -0.45895 2.78268
H -1.12089 -0.74605 4.36018
C 3.51601 1.90205 -1.89742
C 2.59681 1.61655 -0.82602
N 1.80891 1.24965 -0.05622
H 2.95401 1.98235 -2.82952
H 4.22631 1.07745 -1.98062
H 4.05941 2.83085 -1.72172
```

Values from the calculation:
- ⟨S²⟩: 6.07
- Total energy: -12839.16428 Eh
- Net charge: -2
- HOMO-LUMO gap (alpha / beta): 3.55 / 5.89 eV
- Spin multiplicity: 5

***

[2]
DFT (the ωB97M-V functional and the def2-TZVPD basis) results for C22H17BrN3O2PdSe4 as an isolated structure.

Structure (XYZ):
```
50
Properties=species:S:1:pos:R:3
Pd 0.07662 -1.30125 -1.33284
C 3.90766 -1.91496 0.44272
O 2.64326 -1.28174 0.29536
C 2.10411 -0.69785 1.40332
C 2.65732 -0.84292 2.67023
C 2.10933 -0.18114 3.75847
C 1.00512 0.63715 3.58954
C 0.44655 0.77545 2.33226
C 0.97244 0.10953 1.23153
N 0.33441 0.24903 -0.04482
N -0.26861 1.34161 -0.18890
C -0.95439 1.73311 -1.28132
C -0.91212 1.09372 -2.55420
O -0.32362 -0.02401 -2.81352
C -1.53722 1.74505 -3.66478
C -2.19456 2.91508 -3.51154
C -2.28986 3.57570 -2.24691
C -2.99066 4.78796 -2.11696
C -3.07080 5.42079 -0.90354
C -2.44624 4.84725 0.21147
C -1.75970 3.66100 0.10479
C -1.66415 2.99728 -1.12943
H 3.83855 -2.79938 1.08158
H 4.64702 -1.22598 0.85308
H 4.21159 -2.21840 -0.55645
H 3.53214 -1.45974 2.81261
H 2.55723 -0.30412 4.73512
H 0.57223 1.16068 4.43044
H -0.42690 1.39675 2.18781
H -1.46940 1.24811 -4.62271
H -2.67199 3.37780 -4.36754
H -3.46447 5.21307 -2.99334
H -3.60859 6.35372 -0.80542
H -2.50528 5.34301 1.17162
H -1.28550 3.23395 0.97630
Se 2.61294 -0.99988 -2.81006
Se 2.27291 -1.94465 -4.72323
Se 0.39264 -3.22009 -4.71304
Se -0.79708 -3.06041 -2.81537
Br -2.56393 -1.37419 0.49207
C -1.22611 -2.61081 0.98386
C -1.43194 -3.41882 2.08877
C -0.46713 -4.35774 2.40433
C 0.65718 -4.47337 1.59909
C 0.78588 -3.62446 0.52229
N -0.13219 -2.69199 0.22573
H -2.33326 -3.30931 2.67258
H -0.60020 -5.00209 3.26282
H 1.42290 -5.20849 1.79913
H 1.63590 -3.66906 -0.14299
```

Values from the calculation:
- Total energy: -13470.68808 Eh
- Net charge: +1
- HOMO-LUMO gap (alpha / beta): 4.34 / 4.34 eV

***

[3]
DFT (the ωB97M-V functional and the def2-TZVPD basis) results for a 2-piece molecular cluster, C22H17Cl2O3S overall.

Structure (XYZ):
```
45
Properties=species:S:1:pos:R:3
Cl -5.76704 -0.04406 3.26216
C -4.07199 -0.05834 2.98617
C -3.38442 -1.27772 2.93520
C -2.00238 -1.28572 2.70091
C -1.33268 -0.07666 2.52791
S 0.46421 -0.06279 2.21343
C 1.20795 0.15154 3.75794
Cl 2.82555 -0.08607 3.96435
O 0.73494 -1.38313 1.69242
O 0.67028 1.10408 1.38213
C -2.00933 1.13717 2.56753
C -3.39001 1.15102 2.80274
H -3.92495 -2.20978 3.06810
H -1.46216 -2.22749 2.64312
H 0.61353 0.57464 4.56444
H -1.47064 2.06704 2.40406
H -3.92951 2.09204 2.83168
C 7.92936 -4.33443 -1.26858
C 8.04746 -4.21922 0.12386
C 7.35766 -3.20672 0.79640
C 6.53295 -2.31089 0.09374
C 5.83414 -1.16950 0.78294
C 5.91035 -1.15815 2.26198
C 6.23471 -0.03333 2.92923
C 6.42084 0.01470 4.36741
C 6.80617 1.22636 4.98974
C 6.98864 1.29135 6.36765
C 6.80032 0.14548 7.15892
C 6.43636 -1.06610 6.55614
C 6.24872 -1.13828 5.17483
O 5.26642 -0.29052 0.13125
C 6.42668 -2.42877 -1.30422
C 7.11826 -3.43368 -1.98126
H 8.46880 -5.12120 -1.79694
H 8.67414 -4.90954 0.69212
H 7.45698 -3.08914 1.87824
H 5.71382 -2.10585 2.76785
H 6.42221 0.89512 2.37551
H 6.95656 2.10390 4.35424
H 7.27943 2.23615 6.82885
H 6.94049 0.19792 8.23914
H 6.29641 -1.96425 7.16023
H 5.97623 -2.08898 4.71156
H 5.80255 -1.71685 -1.84668
H 7.02430 -3.51381 -3.06571
```

Values from the calculation:
- Total energy: -2392.79346 Eh
- Energy above the lowest of the compared OMol25 structures with the same formula, charge and spin: 107.0 kJ/mol
- Net charge: -1
- HOMO-LUMO gap: 4.32 eV

***

[4]
DFT (the ωB97M-V functional and the def2-TZVPD basis) results for C22H17F5N3ORuTe4 as an isolated structure.

Structure (XYZ):
```
53
Properties=species:S:1:pos:R:3
Ru -0.17266 1.19025 -0.60296
C -1.08056 1.24106 3.71454
C -1.20407 1.09819 2.32465
N -0.15662 1.08500 1.52412
C 1.08571 1.23529 2.05232
C 1.31097 1.32224 3.46023
C 0.16336 1.33138 4.28463
C 2.62826 1.37112 3.92995
C 3.69332 1.33020 3.04777
C 3.50187 1.29322 1.64669
C 4.55165 1.26353 0.69856
C 4.23757 1.22396 -0.66505
C 2.92850 1.26962 -1.07358
N 1.90266 1.34623 -0.18471
C 2.17392 1.29021 1.14376
H -1.97358 1.24663 4.32611
H -2.16906 0.98667 1.84558
H 0.29053 1.40759 5.35904
H 2.79723 1.42446 5.00077
H 4.70974 1.34444 3.42633
H 5.57774 1.26191 1.04827
H 5.01551 1.18259 -1.41692
H 2.66310 1.28274 -2.12140
Te -0.53135 2.36861 -2.83070
Te 1.54598 2.92512 -4.42144
Te -2.22243 3.66903 -4.56626
Te -0.50602 3.71344 -0.53071
F -6.01533 -3.00552 -1.35286
C -5.16137 -1.96169 -1.23042
C -4.15454 -1.76205 -2.15928
F -4.04367 -2.60729 -3.19707
C -3.28334 -0.70401 -2.02536
F -2.37823 -0.52789 -2.98942
C -3.33231 0.22534 -0.94480
O -2.52956 1.21523 -0.77371
C -4.40403 -0.01426 -0.04895
F -4.56977 0.82155 0.99400
C -5.28430 -1.06664 -0.18656
F -6.28366 -1.23390 0.70408
C -0.48304 -2.92311 -0.99797
C 0.58023 -1.82236 -1.21418
C 1.24499 -2.03581 -2.58893
C 1.65524 -1.95664 -0.11491
N -0.05305 -0.56336 -1.15310
H -0.03409 -3.91924 -1.06435
H -1.26647 -2.83458 -1.75240
H -0.93897 -2.80253 -0.01334
H 1.72591 -3.01796 -2.63578
H 2.00078 -1.26719 -2.75973
H 0.49688 -1.96340 -3.38011
H 2.51469 -1.32227 -0.33462
H 1.99335 -2.99536 -0.05133
H 1.24238 -1.65983 0.85155
```

Values from the calculation:
- ⟨S²⟩: 8.84
- Total energy: -2754.32238 Eh
- Energy above the lowest of the compared OMol25 structures with the same formula, charge and spin: 28.5 kJ/mol
- Net charge: -2
- HOMO-LUMO gap (alpha / beta): 4.18 / 5.36 eV
- Spin multiplicity: 6